1.
29
Properties=species:S:1:pos:R:3:mulliken_charge:R:1 method="wB97M-V/def2-TZVPD" smiles="CN(C)CSC(=S)N1CCOCC1" gap_ev=8.78 de_lowest_ev=0.833 e_tot_ev=-35251.66980
C -0.76 4.46 1.04 -0.99
N -0.42 3.66 -0.13 0.19
C -0.57 4.46 -1.32 -1.00
C -0.80 2.29 -0.10 -0.74
S 0.42 0.84 0.25 -0.25
C -0.16 -0.72 -0.46 0.37
S -1.36 -0.55 -1.57 -0.43
N 0.37 -1.96 -0.13 0.01
C -0.51 -3.17 -0.45 -0.50
C 0.30 -4.46 -0.42 -0.66
O 1.11 -4.62 0.75 -0.34
C 1.98 -3.51 0.94 -0.72
C 1.26 -2.15 1.02 -0.42
H -0.57 5.52 0.81 0.35
H -1.82 4.39 1.32 0.34
H -0.16 4.17 1.91 0.28
H -0.44 5.52 -1.04 0.35
H 0.18 4.24 -2.10 0.31
H -1.57 4.42 -1.80 0.34
H -1.65 2.13 0.57 0.37
H -1.09 1.96 -1.11 0.40
H -1.32 -3.24 0.31 0.29
H -0.93 -3.04 -1.46 0.40
H -0.33 -5.37 -0.42 0.33
H 0.92 -4.51 -1.33 0.34
H 2.72 -3.47 0.13 0.35
H 2.50 -3.78 1.86 0.33
H 0.66 -2.14 1.95 0.29
H 2.03 -1.37 1.00 0.40

---

2.
27
Properties=species:S:1:pos:R:3:mulliken_charge:R:1 method="wB97M-V/def2-TZVPD" gap_ev=8.24 total_charge=+1 de_lowest_ev=7.540 e_tot_ev=-13011.88713
C 1.12 0.05 0.06 -0.18
C 0.57 0.34 1.21 0.85
C -2.16 1.43 0.49 0.75
C 1.84 0.30 2.09 -1.14
C -2.61 1.75 -0.61 -0.99
C 1.58 -2.26 -0.79 -1.13
C -2.67 0.64 2.64 -0.82
C 1.69 -0.75 -0.99 -0.15
N -0.42 0.77 1.95 -0.79
N -1.72 0.97 1.56 0.38
N 0.56 -0.18 -3.65 -0.85
H 2.19 1.36 2.31 0.25
H 1.36 -0.14 2.98 0.38
H 2.70 -0.25 1.56 0.31
H -2.77 1.00 -1.24 0.32
H -2.75 2.71 -0.83 0.31
H 1.33 0.47 -3.76 0.26
H 0.71 -2.50 -0.20 0.35
H 1.62 -2.87 -1.76 0.31
H 2.45 -2.64 -0.24 0.35
H -3.65 1.22 2.45 0.32
H -2.96 -0.40 2.53 0.33
H -2.18 0.75 3.59 0.33
H 2.67 -0.32 -1.24 0.48
H 0.82 -1.13 -4.22 0.28
H -0.30 0.15 -4.09 0.22
H 0.98 -0.48 -1.78 0.25

---

3.
27
Properties=species:S:1:pos:R:3:mulliken_charge:R:1 method="wB97M-V/def2-TZVPD" spin_multiplicity=3 gap_ev="7.15 / 6.74" total_charge=+1 de_lowest_ev=0.278 s2=2.010 e_tot_ev=-13014.30270
C 0.27 -2.47 0.70 -1.29
C -1.12 -0.90 2.78 -0.44
C -0.11 -1.19 0.68 0.46
C 1.42 0.68 0.24 0.23
C 2.77 0.51 -0.37 -1.43
C -0.61 1.88 -1.39 -0.86
C -1.86 -0.19 -1.51 -0.91
C 0.31 -0.20 -0.39 0.09
N 1.27 1.45 1.21 -0.61
N -1.00 -0.58 1.57 -0.30
N -0.90 0.61 -0.73 0.06
H -0.05 -3.14 1.47 0.35
H 0.90 -2.88 -0.07 0.39
H -1.86 -0.38 3.37 0.29
H -0.50 -1.64 3.28 0.23
H 2.75 0.78 -1.43 0.33
H 3.09 -0.53 -0.30 0.33
H 3.48 1.14 0.15 0.42
H -0.15 1.69 -2.36 0.35
H -1.54 2.43 -1.56 0.38
H 0.06 2.49 -0.79 0.39
H -1.44 -0.42 -2.49 0.39
H -2.08 -1.12 -0.99 0.32
H -2.78 0.37 -1.65 0.38
H 0.68 -0.69 -1.28 0.69
H 0.35 1.53 1.64 0.25
H -1.33 0.75 0.22 0.51

---

Repeat the second record exactly.
27
Properties=species:S:1:pos:R:3:mulliken_charge:R:1 method="wB97M-V/def2-TZVPD" gap_ev=8.24 total_charge=+1 de_lowest_ev=7.540 e_tot_ev=-13011.88713
C 1.12 0.05 0.06 -0.18
C 0.57 0.34 1.21 0.85
C -2.16 1.43 0.49 0.75
C 1.84 0.30 2.09 -1.14
C -2.61 1.75 -0.61 -0.99
C 1.58 -2.26 -0.79 -1.13
C -2.67 0.64 2.64 -0.82
C 1.69 -0.75 -0.99 -0.15
N -0.42 0.77 1.95 -0.79
N -1.72 0.97 1.56 0.38
N 0.56 -0.18 -3.65 -0.85
H 2.19 1.36 2.31 0.25
H 1.36 -0.14 2.98 0.38
H 2.70 -0.25 1.56 0.31
H -2.77 1.00 -1.24 0.32
H -2.75 2.71 -0.83 0.31
H 1.33 0.47 -3.76 0.26
H 0.71 -2.50 -0.20 0.35
H 1.62 -2.87 -1.76 0.31
H 2.45 -2.64 -0.24 0.35
H -3.65 1.22 2.45 0.32
H -2.96 -0.40 2.53 0.33
H -2.18 0.75 3.59 0.33
H 2.67 -0.32 -1.24 0.48
H 0.82 -1.13 -4.22 0.28
H -0.30 0.15 -4.09 0.22
H 0.98 -0.48 -1.78 0.25